No. 1
79
Properties=species:S:1:pos:R:3:forces:R:3 method="wB97M-V/def2-TZVPD" s_squared=0.759 charge=+1 spin_multiplicity=2 homo_lumo_gap_ha="0.193 / 0.073" lumo_ev="-7.518 / -10.780"
S 0.841 -2.187 0.124 -0.370 2.220 -0.218
S 1.786 3.758 0.100 -0.174 0.550 -1.057
S -3.258 -6.454 -1.250 -0.495 -0.264 -1.932
S -1.563 2.433 5.428 -0.170 0.308 -1.640
O -0.226 0.605 -3.037 0.538 -0.157 -0.113
O -0.077 -1.940 1.510 2.277 -1.419 -0.414
O -2.857 3.041 5.731 2.999 -0.598 -0.401
O 0.895 -3.957 -6.069 -0.040 0.350 0.066
O -0.704 -3.670 -4.690 -0.463 0.513 0.927
O 0.754 0.983 -4.956 -0.011 -0.499 1.189
O 1.426 5.037 1.150 1.675 -1.407 -0.883
O -1.707 1.793 3.883 -0.576 -0.563 1.140
O -3.595 -7.499 -0.309 0.203 2.672 0.089
O 0.144 -0.872 -0.622 0.786 -1.844 0.101
O -4.585 -5.534 -1.717 1.215 -1.527 0.565
O 6.446 0.472 -0.569 -1.062 -0.078 1.963
O 2.326 4.777 -1.087 -0.157 -1.010 0.549
O 1.829 -4.326 4.391 -1.879 0.434 1.592
O 2.836 2.829 0.534 -2.143 2.423 -0.359
O -3.202 2.759 -0.203 0.375 0.198 1.559
O 2.238 -1.836 0.347 -2.297 -0.923 0.239
O -4.002 1.794 -1.932 1.998 1.314 0.214
O -2.543 -5.019 -0.616 1.400 -3.113 1.423
O 0.512 3.195 -0.350 2.167 0.956 1.053
O -0.335 3.502 4.825 -1.148 0.089 2.665
O 0.503 -3.443 -0.504 0.214 1.885 0.923
O 6.601 1.487 1.357 -0.321 -0.555 -0.826
O -2.584 -7.021 -2.421 -0.786 2.394 1.771
O 0.075 -4.151 5.637 -0.544 -0.373 0.517
O -0.978 1.490 6.377 -0.734 1.642 -2.180
N -0.106 0.480 -4.244 -0.152 1.369 -0.886
N 6.106 0.646 0.609 0.914 0.605 -0.145
N 0.471 -3.783 -4.941 1.661 -0.819 -2.111
N -3.180 2.565 -1.383 -2.781 -1.697 -1.206
N 1.032 -3.653 4.994 2.930 1.350 -2.944
C 5.047 -0.194 1.277 0.097 -0.918 -0.897
C 1.159 -2.139 4.902 -0.569 1.517 -0.294
C 1.510 -3.875 -3.854 -1.619 0.159 0.484
C -2.218 3.335 -2.154 1.019 0.991 -0.440
C -2.841 -3.946 -1.432 -2.298 -0.130 -2.445
C -0.134 3.386 3.430 -2.137 -1.773 -0.725
C -4.388 -4.130 -1.516 0.655 0.611 -0.584
C 1.901 6.316 0.593 -0.849 -0.006 -1.543
C 2.902 5.992 -0.544 0.233 -1.202 2.115
C -0.687 -0.074 0.223 0.161 -0.576 1.139
C -1.150 -1.040 1.350 -0.432 0.425 -1.329
C -1.534 2.881 2.962 1.678 1.194 0.115
C -1.199 -0.160 -4.973 -1.078 -0.707 -0.481
H -2.517 -2.931 -1.201 0.095 -0.401 1.190
H -2.312 3.633 3.096 -0.026 -0.023 0.131
H -1.462 2.668 1.896 -0.394 -1.054 0.215
H -0.116 0.684 0.758 0.324 0.321 -0.660
H -1.153 0.165 -6.012 0.095 -0.209 0.229
H 0.777 -3.978 -3.054 1.076 -0.275 0.857
H 1.782 -1.836 4.061 1.223 -1.202 0.241
H -2.018 -1.621 1.040 -0.264 0.192 0.351
H -4.864 -3.801 -0.592 -0.060 -0.159 0.039
H 3.154 6.737 -1.299 -0.933 -0.147 -0.125
H 0.202 4.232 2.831 0.032 0.417 1.050
H -2.419 -4.113 -2.424 0.086 -0.082 -0.254
H 0.998 6.684 0.104 0.037 0.547 0.258
H 2.154 -4.729 -4.064 -0.337 0.084 0.102
H -2.705 4.126 -2.723 -0.437 -0.417 -0.117
H 0.513 2.517 3.317 0.488 0.200 -0.470
H 4.084 -0.032 0.793 0.058 0.602 0.271
H 0.331 -1.575 4.473 -1.441 -0.963 0.564
H -1.603 3.856 -1.420 0.159 -0.393 -0.175
H 5.102 -0.040 2.355 -0.156 0.333 -0.392
H 1.392 -1.632 5.838 0.212 -0.715 0.229
H 5.232 -1.242 1.045 0.434 0.052 -0.020
H 2.270 7.003 1.355 -0.033 -0.472 0.115
H -1.139 -1.244 -4.881 0.290 0.022 -0.071
H -2.151 0.121 -4.522 0.193 0.200 0.100
H -4.839 -3.640 -2.379 0.046 0.038 0.099
H -1.244 -0.513 2.300 -0.437 -0.068 -0.144
H 3.853 5.754 -0.067 0.216 -0.282 -0.114
H -1.627 2.698 -2.813 -0.193 -0.046 0.182
H -1.462 0.362 -0.407 0.017 -0.149 0.239
H 2.102 -2.964 -3.765 -0.283 0.032 -0.271


No. 2
20
Properties=species:S:1:pos:R:3:forces:R:3 method="wB97M-V/def2-TZVPD" charge=0 homo_lumo_gap_ha=0.379 lumo_ev=0.525 smiles="C=NCCC.O.O" de_lowest_kj_mol=119.31
O -2.510 -1.104 -2.880 0.066 0.082 -0.103
O 0.871 3.636 2.357 0.136 -0.114 -0.108
N -0.343 1.222 0.912 0.648 0.807 -0.590
C 1.281 -1.949 -0.402 0.431 -0.034 0.113
C 0.829 0.418 0.520 -0.527 -0.494 -0.118
C 0.630 -1.100 0.690 0.220 0.047 -0.157
C -1.342 1.171 0.142 -0.038 -0.624 0.947
H 1.696 3.652 1.859 -0.074 0.079 0.085
H 0.404 2.860 2.005 -0.141 -0.029 -0.016
H 1.510 -2.937 -0.004 -0.059 -0.099 -0.119
H 0.646 -2.074 -1.280 -0.062 0.124 0.019
H -2.157 1.863 0.333 -0.192 -0.157 -0.127
H 1.667 0.754 1.119 0.168 -0.007 0.214
H -2.847 -1.453 -3.715 0.032 0.015 0.195
H -0.425 -1.366 0.713 -0.168 0.226 0.154
H 2.230 -1.525 -0.743 -0.050 0.016 0.062
H 1.050 -1.364 1.654 -0.053 -0.216 0.204
H -1.457 0.348 -0.569 -0.030 0.437 -0.543
H -2.835 -1.695 -2.196 -0.085 -0.103 -0.049
H 1.102 0.640 -0.515 -0.222 0.043 -0.063


No. 3
36
Properties=species:S:1:pos:R:3:forces:R:3 method="wB97M-V/def2-TZVPD" s_squared=0.754 charge=+3 spin_multiplicity=2 homo_lumo_gap_ha="0.223 / 0.060" lumo_ev="-9.460 / -13.906" de_lowest_kj_mol=143.48
Br -3.664 -0.746 -1.805 -0.456 0.032 -0.024
Br 5.804 -0.838 -4.500 -0.372 -0.116 0.431
Br 1.870 -1.245 -2.184 -0.274 -0.147 -0.618
Br -3.316 -4.136 -1.780 0.260 0.814 -0.357
O 0.191 0.786 2.086 0.732 3.071 4.574
O -0.680 -0.265 0.487 -2.237 -1.607 -2.070
O 1.522 -0.034 0.473 -1.235 0.378 1.937
N -3.265 0.612 1.272 -1.104 1.142 1.697
N 0.036 0.894 4.820 -0.756 1.105 0.262
N 0.025 3.578 1.766 -0.905 -0.893 0.311
C 3.438 -0.406 -3.038 0.873 -0.329 0.034
C -1.841 -2.805 -1.739 0.816 0.404 -0.819
C 4.153 -1.555 -3.689 0.835 -0.344 -1.183
C 0.326 0.136 1.063 0.542 -0.185 -1.990
C -2.023 -1.524 -2.531 -0.898 0.222 0.848
H 0.029 4.064 2.651 0.598 1.437 -0.297
H 4.144 -0.073 -2.277 -0.610 0.262 0.361
H 0.832 0.910 5.442 0.658 -0.486 -0.004
H 3.703 -2.072 -4.537 -0.514 0.377 0.236
H 0.785 3.621 1.102 0.725 0.883 0.040
H -0.961 -3.288 -2.164 0.029 -0.746 0.194
H -1.206 -0.867 -2.232 0.076 -0.016 -0.018
H -0.701 0.284 5.144 -0.238 -0.169 0.475
H -2.460 0.364 0.714 1.502 -0.835 -0.434
H -1.699 -2.605 -0.677 -0.006 -0.025 -0.164
H 1.200 -0.582 -0.247 1.011 -0.379 -1.118
H 3.123 0.439 -3.651 -0.130 -0.433 -0.087
H -0.282 1.849 4.736 -0.615 0.499 1.041
H 0.161 0.755 3.828 1.324 -1.391 -1.662
H -4.100 0.830 0.747 -0.387 -0.157 -0.382
H 4.419 -2.321 -2.960 0.177 0.269 0.020
H -2.188 -1.452 -3.606 0.288 -0.851 0.114
H 0.034 2.621 2.087 0.310 -1.988 -0.231
H -0.861 3.662 1.290 -0.271 0.670 -0.280
H -3.070 1.408 1.862 0.443 1.033 -0.445
H -3.477 0.001 2.048 -0.188 -1.499 -0.393


No. 4
96
Properties=species:S:1:pos:R:3:forces:R:3 method="wB97M-V/def2-TZVPD" s_squared=0.784 charge=+2 spin_multiplicity=2 homo_lumo_gap_ha="0.244 / 0.226" lumo_ev="-6.762 / -7.526" de_lowest_kj_mol=0.00
Ir 0.162 -0.464 0.421 0.049 -0.644 -0.649
I 1.008 -1.790 2.429 0.100 -0.214 0.573
P 2.202 0.479 0.460 -0.305 0.559 0.007
F 0.162 2.015 -1.957 -0.107 0.057 -0.014
O -1.265 -0.014 1.583 0.021 0.257 -0.186
N -1.027 -0.412 -1.369 -0.162 0.415 0.192
C -1.751 2.170 0.576 -0.044 0.097 -0.035
C -3.252 1.023 2.215 -0.062 0.121 0.047
C -2.551 -2.243 -0.699 -0.085 0.015 -0.015
C 4.236 -2.879 -0.594 -0.006 0.030 0.069
C -3.326 1.172 -2.430 0.012 0.010 -0.075
C 4.508 2.031 4.108 0.005 0.010 0.019
C 0.492 1.436 -4.196 -0.008 -0.018 0.025
C 2.708 0.544 3.350 -0.063 -0.009 0.091
C 2.467 -1.094 -1.790 -0.133 -0.065 0.065
C 0.283 0.528 -5.229 -0.003 -0.023 -0.040
C 3.321 3.331 -2.231 -0.009 0.023 0.006
C 4.230 1.583 1.783 -0.038 0.012 0.022
C 3.178 2.111 -1.585 -0.042 -0.052 -0.038
C -0.889 -0.945 -3.736 0.074 -0.053 0.110
C 1.705 -0.362 3.772 -0.010 -0.012 -0.016
C 3.105 0.809 2.004 0.159 -0.005 -0.105
C 2.680 4.458 -1.738 0.006 -0.005 -0.015
C -1.809 1.313 1.821 0.026 -0.387 -0.005
C 3.781 -1.790 0.125 0.090 -0.042 -0.037
C -3.848 -2.723 -0.627 0.044 -0.014 -0.053
C 2.921 -2.197 -2.499 0.032 -0.090 0.016
C 1.882 0.309 6.066 -0.020 -0.021 0.017
C 2.927 1.117 5.737 0.019 0.022 0.043
C 1.282 -0.479 5.065 0.001 -0.042 -0.013
C -0.410 -0.657 -4.997 0.061 0.040 -0.029
C -1.021 1.920 2.970 0.000 0.115 0.057
C 2.902 -0.881 -0.475 -0.022 -0.057 0.038
C -4.359 2.123 -1.809 -0.067 0.021 -0.011
C 3.804 -3.083 -1.903 -0.038 0.005 -0.071
C 1.765 3.163 0.066 0.084 0.059 0.122
C 0.040 1.120 -2.939 -0.121 -0.085 -0.094
C -2.339 -0.972 -1.298 0.340 -0.109 0.160
C -3.532 1.150 -3.949 0.001 -0.033 -0.054
C 1.909 4.375 -0.584 -0.005 -0.010 0.023
C -0.639 -0.078 -2.652 0.109 0.045 -0.170
C 2.385 2.022 -0.444 0.186 -0.083 -0.055
C 3.373 1.240 4.398 -0.017 0.000 -0.030
C -4.690 -0.784 -1.750 0.000 0.045 0.009
C 4.966 2.154 2.831 0.031 0.006 0.004
C -1.429 -3.180 -0.292 -0.098 0.024 -0.006
C -4.913 -2.007 -1.150 -0.014 -0.004 -0.002
C -1.744 -4.001 0.955 0.044 -0.004 0.101
C -3.418 -0.227 -1.836 -0.221 0.003 -0.022
C -1.025 -4.089 -1.456 0.006 -0.042 -0.030
H -2.806 0.521 -4.465 -0.059 0.061 0.051
H 3.448 1.678 6.502 -0.011 -0.001 -0.004
H 4.545 1.804 0.772 0.000 -0.010 -0.014
H -1.432 -1.862 -3.549 -0.006 0.013 0.005
H -5.364 1.901 -2.170 0.012 0.007 0.000
H 4.932 -3.571 -0.140 0.001 0.010 -0.010
H -2.370 1.747 -0.210 0.029 0.019 0.095
H -1.023 1.248 3.828 -0.018 0.003 -0.004
H 0.975 2.391 -4.357 0.003 -0.012 -0.005
H 3.945 3.402 -3.112 0.001 0.000 0.006
H -2.115 3.175 0.801 -0.039 -0.031 -0.007
H -1.875 -4.691 -1.781 0.000 0.015 0.007
H -0.738 2.263 0.191 0.058 0.013 0.065
H 0.642 0.761 -6.223 -0.004 -0.009 0.007
H -0.227 -4.769 -1.153 -0.016 0.014 0.014
H -2.338 1.582 -2.227 -0.041 0.028 -0.001
H -4.035 -3.694 -0.189 0.000 0.010 -0.012
H -4.136 3.148 -2.107 0.012 -0.006 0.012
H -5.916 -2.409 -1.095 0.008 0.000 0.002
H -2.059 -3.370 1.789 -0.010 0.012 -0.025
H -4.386 2.080 -0.720 0.036 -0.023 -0.025
H -3.785 1.962 2.374 0.005 -0.019 0.020
H 5.015 2.527 4.926 -0.012 -0.004 -0.005
H -3.298 0.443 3.136 0.016 -0.022 -0.016
H 2.793 5.408 -2.243 0.003 -0.007 0.008
H 4.123 -1.630 1.140 0.004 0.011 -0.006
H 0.019 2.107 2.682 -0.027 -0.031 -0.020
H -0.862 -4.570 1.258 0.002 0.025 -0.002
H -3.457 2.161 -4.351 -0.005 0.002 0.012
H -0.543 -2.579 -0.059 0.140 0.030 -0.006
H -4.528 0.774 -4.190 0.010 -0.004 -0.007
H -0.666 -3.518 -2.314 -0.009 0.020 -0.003
H -2.530 -4.734 0.774 0.014 0.006 -0.020
H 2.593 -2.353 -3.518 -0.005 -0.001 0.005
H 3.699 1.243 -1.970 -0.012 -0.001 0.010
H -5.530 -0.232 -2.148 0.010 -0.004 0.006
H -0.585 -1.350 -5.808 -0.005 -0.001 0.001
H 0.512 -1.191 5.333 -0.001 0.013 -0.009
H 1.186 3.115 0.980 -0.012 -0.021 -0.006
H -3.754 0.467 1.422 0.015 0.006 -0.007
H 1.427 5.258 -0.186 0.002 -0.002 -0.010
H 1.796 -0.393 -2.268 0.090 0.034 -0.021
H 5.851 2.734 2.610 -0.011 -0.009 -0.006
H 4.167 -3.938 -2.459 -0.004 0.008 0.005
H 1.537 0.227 7.088 0.013 -0.002 -0.012
H -1.463 2.870 3.276 0.024 -0.011 -0.015